Entry from the Open Molecules 2025 dataset: an isolated molecule of C16H27NO4Si (ωB97M-V/def2-TZVPD).

Values from the calculation:
- highest occupied orbital energy (eV) = -8.87
- electronic energy (eV) = -34586.2564
- F_max (eV/Å) = 3.75
- net charge = 0
- SMILES = C[Si](C)(C)c1cccc(CN2C[C@H](O)[C@@H](O)[C@H](O)[C@H]2CO)c1
- energy relative to the best compared isomer or geometry (same formula, charge and spin) (kJ/mol) = 120.5

Geometry (Å):
O  0.059  -0.363  5.603
H  -0.862  0.980  -1.354
C  1.606  0.652  3.253
C  -0.839  -0.907  3.345
C  1.640  0.141  -4.582
H  -2.320  -0.087  -5.200
H  -1.681  -0.335  3.824
C  -0.631  -0.711  -2.563
H  0.833  1.110  0.498
C  -1.223  -0.268  -5.403
H  1.974  0.781  -5.436
C  -1.138  -2.214  -0.212
H  2.211  0.397  -3.658
H  2.532  0.699  2.639
H  0.635  0.447  5.629
O  -0.290  2.641  0.793
H  -1.312  -1.831  3.097
H  -1.660  0.899  0.891
C  0.676  1.813  1.249
H  2.347  -1.024  4.436
C  -1.490  -0.142  1.133
H  -0.368  2.703  -4.696
H  -0.404  1.730  3.103
H  1.996  -0.873  -4.777
C  -0.569  2.158  -3.790
O  1.858  -1.733  2.631
H  -1.636  2.271  -3.554
H  -0.859  0.321  -6.232
C  0.284  1.089  2.553
C  0.211  -1.163  4.400
H  1.617  2.503  4.042
O  1.956  1.607  4.293
C  1.590  -0.865  3.679
H  -1.073  -1.307  -5.755
H  1.590  2.398  1.247
C  -0.824  -0.051  -1.298
C  -1.115  -0.783  -0.138
H  -0.257  -2.555  -3.435
H  -0.573  3.298  1.416
H  -1.183  -2.871  0.629
C  -0.747  -2.835  -1.446
H  -2.445  -0.532  1.522
Si  -0.182  0.322  -4.061
H  0.098  2.419  -3.023
H  0.277  -2.207  4.760
N  -0.430  -0.173  2.126
H  -0.523  -3.892  -1.496
C  -0.568  -2.048  -2.575
H  1.214  -1.606  1.895

---

Entry from the Open Molecules 2025 dataset: an isolated molecule of C4H6N2 (ωB97M-V/def2-TZVPD).

Values from the calculation:
- highest occupied orbital energy (eV) = -6.91
- electronic energy (eV) = -7221.7150
- F_max (eV/Å) = 3.40
- net charge = 0
- energy relative to the best compared isomer or geometry (same formula, charge and spin) (kJ/mol) = 374.0

Geometry (Å):
C  -1.554  -0.928  1.679
C  -0.849  -0.231  0.591
H  2.934  -0.167  -0.379
N  -0.567  0.309  -0.397
N  1.977  -0.154  -0.438
H  -1.917  0.030  2.283
C  0.096  0.952  -1.324
H  -0.331  1.838  -1.750
C  1.496  0.576  -1.421
H  1.901  1.048  -2.347
H  -0.819  -1.634  2.152
H  -2.365  -1.640  1.350

---

Entry from the Open Molecules 2025 dataset: a structure of composition C34H50AuBIN6O2 (ωB97M-V/def2-TZVPD).

Values from the calculation:
- highest occupied orbital energy (eV) = -10.69
- electronic energy (eV) = -61567.3843
- F_max (eV/Å) = 4.25
- net charge = +1
- energy relative to the best compared isomer or geometry (same formula, charge and spin) (kJ/mol) = 466.3

Geometry (Å):
H  0.229  4.256  4.527
C  -1.426  2.946  2.749
H  4.710  0.380  -0.724
H  -1.360  0.016  -2.421
H  -2.210  -3.043  3.522
C  0.185  4.575  -0.445
C  -0.372  -1.090  3.996
H  -5.293  -0.984  -0.901
N  -1.622  -1.461  0.018
H  -0.047  -4.181  5.543
H  2.701  -0.045  -3.855
H  -1.873  4.268  -0.960
H  -4.415  0.415  -0.250
H  -1.466  4.031  2.616
H  1.063  -5.079  2.686
H  -2.414  6.689  -0.963
N  1.345  -2.251  0.808
C  -3.936  -4.698  2.135
C  2.768  -1.601  -0.787
H  -1.805  -6.325  2.555
C  3.359  -3.531  2.972
H  4.156  -1.418  -2.346
H  -2.428  -3.559  5.207
H  -2.866  -1.915  4.712
C  -0.406  7.272  -0.457
H  2.440  -6.163  2.602
H  1.251  -3.021  5.249
H  -1.633  2.477  1.791
C  2.355  -3.184  0.752
C  0.287  -3.378  4.883
H  -2.105  1.006  -1.151
C  0.495  3.137  -0.388
C  -2.149  -2.724  4.561
H  -0.268  -0.780  0.445
C  -3.174  -2.976  -0.342
H  -0.749  -1.840  5.893
H  3.634  -4.261  3.737
H  -4.171  -5.670  2.576
H  -4.042  -3.475  -0.755
C  3.347  -0.818  -1.933
H  -5.063  0.459  -1.900
C  -3.271  -0.739  -1.695
H  -0.707  -5.661  1.346
H  2.613  -2.851  3.387
H  -0.488  0.503  5.482
C  -1.501  -5.411  2.041
C  -0.019  1.024  3.353
C  0.230  3.170  4.628
C  -2.693  -1.707  -0.712
H  1.422  -0.083  -2.632
H  1.198  2.863  5.032
H  -4.783  -4.390  1.519
H  1.492  -5.848  1.150
H  2.188  5.160  0.040
H  -0.551  2.898  5.343
H  -2.904  -5.482  0.457
H  -3.496  -1.300  -2.606
N  -0.082  -1.063  2.645
C  3.213  -2.806  -0.258
H  -1.120  -4.708  2.784
H  1.941  -1.584  -3.411
H  4.398  1.022  -2.339
C  -0.330  0.196  4.457
C  -2.662  -4.811  1.281
C  1.884  -5.394  2.060
C  -4.595  -0.181  -1.149
C  -2.312  0.397  -2.034
Au  0.713  0.568  -0.061
I  -0.862  9.311  -0.445
C  1.183  5.505  -0.175
C  -1.409  6.353  -0.740
N  0.147  0.266  2.291
H  3.177  1.188  -1.077
C  3.939  0.523  -1.485
C  -1.107  5.000  -0.735
H  1.658  7.588  0.053
C  0.890  6.860  -0.177
H  -2.203  2.651  3.461
H  4.247  -2.946  2.724
H  0.720  2.841  2.552
C  2.824  -4.250  1.721
N  1.658  -1.267  -0.142
C  -0.733  -2.246  4.882
B  -0.072  -1.935  1.395
H  4.095  -3.348  -0.564
H  0.426  -3.787  3.885
C  2.285  -0.621  -3.029
H  -2.756  1.039  -2.796
N  -1.364  -2.519  0.830
H  -3.832  -3.973  2.939
C  -2.348  -3.477  0.631
C  -0.039  2.524  3.273
O  1.676  2.697  -0.274
H  3.677  -4.706  1.223
O  -0.463  2.281  -0.403

---

Entry from the Open Molecules 2025 dataset: a structure of composition C26H20CoN6O4 (ωB97M-V/def2-TZVPD).

Values from the calculation:
- highest occupied orbital energy (alpha / beta) (eV) = -6.60 / -8.12
- <S²> = 0.796
- electronic energy (eV) = -82042.2084
- F_max (eV/Å) = 0.50
- net charge = 0
- energy relative to the best compared isomer or geometry (same formula, charge and spin) (kJ/mol) = 256.9
- multiplicity = 2

Geometry (Å):
C  -0.475  -5.288  -4.355
H  6.825  2.219  -1.610
H  0.149  2.761  4.383
C  -1.218  1.091  4.312
H  -5.343  1.289  -0.527
H  4.496  -0.805  1.513
O  4.313  2.136  -1.940
C  -3.457  0.460  -0.145
H  -3.781  -0.333  0.515
C  -4.284  1.343  -0.730
H  1.574  -3.529  -2.322
N  2.126  1.113  -0.993
C  0.670  -3.877  -2.803
H  -1.965  3.045  -2.547
N  -1.387  -0.688  -0.034
H  8.126  0.956  0.078
Co  0.390  -0.505  0.362
C  4.947  1.425  -0.991
C  0.713  -4.873  -3.755
C  -0.113  1.566  -1.444
C  -1.408  -1.201  1.309
H  1.656  -5.323  -4.033
C  -1.507  1.429  -1.233
H  6.963  -0.571  1.655
C  5.029  -0.144  0.843
H  0.205  2.342  -2.133
N  -1.640  -1.662  -1.042
C  2.819  0.395  -0.115
H  -2.610  -5.028  -4.459
H  1.091  2.231  2.114
O  0.630  -1.876  -0.907
N  0.797  0.858  -0.840
C  4.282  0.566  -0.101
N  -2.092  0.514  -0.336
C  -0.501  -2.219  -1.406
H  -2.833  -2.522  -2.049
C  -1.155  -0.170  2.299
C  6.335  1.553  -0.911
C  -2.399  2.326  -1.864
C  7.050  0.844  0.032
O  2.280  -0.401  0.737
H  -4.388  3.019  -2.130
H  -0.459  -6.068  -5.106
C  -1.680  -4.716  -4.003
C  -1.698  0.029  3.561
C  -3.740  2.314  -1.631
C  -0.538  -3.282  -2.430
O  -2.944  -3.203  -2.748
H  -2.473  -0.625  3.935
H  3.353  1.930  -1.871
C  -1.731  -3.710  -3.038
H  -1.969  -2.105  1.485
N  -0.174  0.641  1.842
C  -0.229  1.927  3.810
C  0.288  1.655  2.555
C  6.400  -0.014  0.919
H  -1.625  1.275  5.299

---

Entry from the Open Molecules 2025 dataset: a structure of composition C31H54AsO3PdS2Sb (ωB97M-V/def2-TZVPD).

Values from the calculation:
- highest occupied orbital energy (eV) = -17.98
- electronic energy (eV) = -131648.7644
- F_max (eV/Å) = 1.57
- net charge = +4

Geometry (Å):
C  -3.946  -2.193  2.116
C  -2.157  -1.239  6.992
C  -1.095  1.032  6.670
C  5.400  2.471  -3.561
C  -4.861  -1.089  1.728
H  -1.199  -1.696  6.751
H  -1.004  5.297  -2.271
C  -0.789  -0.967  -5.643
H  -0.766  -0.508  -7.732
H  -3.404  -3.534  3.721
C  0.444  -2.901  -3.119
H  1.496  5.337  -0.057
H  -5.763  -1.581  1.332
Pd  0.789  0.294  -0.911
H  2.082  3.708  0.352
O  -0.613  -0.900  -1.675
C  -0.105  0.825  -4.154
H  5.824  3.325  -4.072
S  3.766  -1.132  -1.377
H  0.874  -2.814  -2.117
H  4.499  -2.493  -3.118
H  -1.950  3.790  -2.369
H  2.463  1.406  -2.246
C  0.170  -2.090  1.611
H  2.016  -0.864  -3.433
H  2.063  4.262  -1.347
H  1.093  -2.569  -5.173
H  0.631  0.682  1.673
H  -0.305  3.865  -3.057
C  -0.517  -0.483  -4.366
H  1.970  -0.219  2.361
C  -0.572  -0.140  -6.734
C  0.102  1.640  -5.258
C  4.324  0.303  -2.243
H  1.219  -2.342  1.425
H  -0.090  -2.739  4.335
C  4.062  2.480  -3.192
C  1.515  -2.800  -4.197
C  -0.117  1.158  -6.541
H  0.966  0.771  3.417
H  7.244  1.371  -3.553
H  0.580  -1.208  4.957
C  -1.314  4.290  0.832
H  0.423  2.665  -5.120
H  -5.191  -0.489  2.574
C  -3.595  0.772  6.458
H  -0.149  0.512  6.541
C  1.547  4.299  -0.388
S  -0.844  -1.607  -3.043
H  -3.000  -1.862  6.699
O  2.361  -0.878  -0.758
H  -3.608  1.674  5.851
C  0.099  -1.154  2.820
C  0.539  -1.875  4.094
As  -0.230  3.640  -0.586
Sb  -1.943  -0.569  3.244
H  3.114  -1.405  -4.677
H  3.444  3.333  -3.439
O  -0.255  1.943  -0.484
H  -1.163  1.917  6.043
C  5.669  0.283  -2.601
H  -4.704  -2.348  4.133
H  6.302  -0.563  -2.359
H  -2.478  -3.602  1.403
H  -0.207  -1.651  0.681
C  6.201  1.374  -3.270
C  -4.249  -2.954  3.351
H  -2.347  3.997  0.651
H  3.139  -3.175  -2.235
C  2.549  -1.741  -3.809
H  0.002  1.225  -3.154
H  -4.380  0.076  6.171
H  -3.968  -3.459  0.483
C  -0.951  4.208  -2.252
H  -1.121  1.384  7.717
H  -4.463  -0.466  0.931
H  -0.359  -3.025  1.795
H  -1.176  -1.969  -5.793
C  3.514  1.394  -2.524
H  -3.823  1.086  7.494
H  -5.007  -3.698  3.054
C  -2.269  0.157  6.562
H  1.552  -2.263  3.942
C  -3.204  -2.884  1.031
H  -0.954  3.875  1.771
H  0.046  1.802  -7.395
H  1.972  -3.786  -4.298
H  -0.115  -3.835  -3.170
H  -2.188  -1.177  8.096
C  3.502  -2.272  -2.733
H  -2.754  -2.195  0.321
C  0.941  0.102  2.555
H  -1.247  5.377  0.864

---

Entry from the Open Molecules 2025 dataset: an isolated molecule of C8H7NO2 (ωB97M-V/def2-TZVPD).

Values from the calculation:
- highest occupied orbital energy (eV) = -8.69
- electronic energy (eV) = -13990.9420
- F_max (eV/Å) = 4.61
- net charge = 0
- SMILES = Cc1ccc2c(=O)[nH]oc2c1
- energy relative to the best compared isomer or geometry (same formula, charge and spin) (kJ/mol) = 377.9

Geometry (Å):
O  -1.736  -1.602  0.130
C  0.553  -1.198  -0.156
H  3.302  -1.359  -0.355
C  -1.253  0.565  0.059
C  -0.423  1.620  0.096
C  0.910  1.235  -0.050
C  -2.718  0.327  -0.190
C  1.429  -0.055  -0.314
H  1.755  1.968  0.078
N  -2.978  -1.014  -0.144
H  -0.725  2.594  0.486
C  -0.789  -0.731  -0.066
H  0.648  -2.356  -0.203
O  -3.694  1.074  -0.251
H  3.394  0.757  -0.672
H  3.013  -0.099  1.042
C  2.927  -0.290  -0.086
H  -3.614  -1.437  0.598